The following is a quantum chemistry calculation of 14 unconnected molecules or ions with the total composition C43H99N13O14 in a non-equilibrium geometry, from the OMol25 dataset.

The HOMO energy is -0.3248 hartree. The lowest unoccupied orbital energy comes out at -0.109 eV. The orbital gap comes out at 0.321 hartree. Its spin multiplicity is 1. The max |F| is 3.75 eV Å⁻¹. For the relative energy (zero: lowest compared OMol25 entry of this formula, charge and spin), the calculation gives 146.0 kcal per mole. The electronic energy comes out at -3462.802607 Ha.

Positions of all 169 atoms, in Å:
1 C 6.11754 0.21365 4.45408
2 O 6.54103 0.94201 3.56436
3 N 5.77318 -1.08038 4.14222
4 C 5.50850 -2.01433 5.20550
5 C 5.83209 -1.58132 2.79097
6 H 6.02596 0.38376 5.53800
7 H 6.37583 -2.67244 5.15308
8 H 4.66757 -2.66948 4.97814
9 H 5.44211 -1.50128 6.16492
10 H 5.64851 -0.76182 2.09609
11 H 6.71310 -2.14877 2.49112
12 H 5.04681 -2.32099 2.63502
13 C -4.21257 0.10357 4.70942
14 O -4.52136 1.32452 4.71381
15 N -5.03702 -0.85872 5.16601
16 C -4.54851 -2.23109 5.35746
17 C -6.46848 -0.58585 5.51732
18 H -3.27277 -0.32065 4.32339
19 H -3.47110 -2.24599 5.52197
20 H -4.91386 -2.76188 4.47831
21 H -4.98540 -2.76031 6.20430
22 H -6.67539 0.48432 5.51091
23 H -7.11666 -1.04459 4.77066
24 H -6.69474 -0.81249 6.55921
25 C 2.08492 4.65098 8.20569
26 O 3.00229 3.81431 8.18328
27 N 0.99626 4.63998 7.44420
28 C -0.04957 5.61167 7.59691
29 C 0.65745 3.63434 6.42465
30 H 1.99085 5.51814 8.87753
31 H -0.95870 5.20866 7.15064
32 H 0.21831 6.57925 7.17250
33 H -0.12709 5.78763 8.66982
34 H 0.10269 2.89669 7.00447
35 H 0.02772 4.02706 5.62633
36 H 1.48575 3.11118 5.94681
37 C 4.03768 0.56617 -6.73179
38 O 2.79875 0.53359 -6.60253
39 N 4.92279 -0.44756 -6.52837
40 C 6.37880 -0.28783 -6.83734
41 C 4.51143 -1.70274 -5.96369
42 H 4.58919 1.46420 -7.05051
43 H 6.66065 0.73746 -7.07705
44 H 6.73309 -1.00290 -7.57980
45 H 7.01183 -0.39092 -5.95601
46 H 5.09229 -1.90392 -5.06357
47 H 3.45938 -1.72162 -5.67920
48 H 4.74036 -2.50535 -6.66476
49 C 6.85834 5.07046 -3.43198
50 O 6.57430 5.27900 -4.64342
51 N 8.04178 5.39020 -2.88729
52 C 8.27214 5.13058 -1.47280
53 C 9.20549 5.77738 -3.65662
54 H 6.16479 4.81348 -2.61641
55 H 8.85043 4.23587 -1.24221
56 H 7.30607 5.06576 -0.97218
57 H 8.73742 5.99996 -1.00826
58 H 9.73853 6.65316 -3.28653
59 H 9.94722 4.97920 -3.68566
60 H 8.89266 5.99062 -4.67877
61 C -5.81685 6.74908 -1.67011
62 O -5.47643 7.94810 -1.65392
63 N -5.39469 5.79998 -0.82948
64 C -4.38420 6.21075 0.14723
65 C -5.91224 4.45038 -0.94726
66 H -6.57945 6.39213 -2.37952
67 H -3.49209 5.63931 -0.10912
68 H -4.70118 5.87731 1.13538
69 H -4.02702 7.23935 0.19733
70 H -6.13588 4.08534 0.05514
71 H -6.88395 4.40715 -1.43920
72 H -5.21945 3.76868 -1.44064
73 C -2.98267 -1.82995 -6.28528
74 O -3.61080 -0.74232 -6.10074
75 N -3.41043 -2.83026 -7.10243
76 C -2.66438 -4.13682 -7.02551
77 C -4.57873 -2.73818 -7.99639
78 H -1.99993 -2.08208 -5.85771
79 H -2.19066 -4.31540 -7.99080
80 H -3.21176 -5.06189 -6.84459
81 H -1.94888 -4.06329 -6.20652
82 H -4.87968 -1.70013 -7.85498
83 H -4.42658 -2.95890 -9.05291
84 H -5.39513 -3.36678 -7.64079
85 C 0.00561 -1.52307 -0.04085
86 O -0.79293 -1.80950 0.89269
87 N 0.45942 -0.27254 -0.27571
88 C 1.61099 -0.02132 -1.14401
89 C -0.25738 0.83361 0.30971
90 H 0.53509 -2.33306 -0.56599
91 H 2.43218 0.61196 -0.80832
92 H 1.23393 0.45071 -2.05126
93 H 2.02595 -0.99070 -1.42010
94 H 0.16630 1.04319 1.29190
95 H -0.06038 1.69904 -0.32298
96 H -1.32960 0.66792 0.41480
97 C -0.92496 5.22807 -6.32100
98 O -0.84343 5.80114 -7.37545
99 N -0.69860 5.73941 -5.10284
100 C -0.62159 4.88741 -3.90977
101 C -0.30642 7.12838 -4.92666
102 H -1.15004 4.15692 -6.20191
103 H 0.38861 4.47805 -3.90923
104 H -1.27858 4.03000 -4.05581
105 H -0.84658 5.28685 -2.92087
106 H -0.78692 7.65423 -4.10162
107 H 0.77827 7.18031 -4.83263
108 H -0.56911 7.79822 -5.74545
109 C -8.25910 -1.66244 -2.95588
110 O -9.33078 -1.94962 -3.53294
111 N -7.95768 -1.90796 -1.64532
112 C -6.56990 -1.58867 -1.16343
113 C -8.88102 -2.72292 -0.92892
114 H -7.42000 -1.17837 -3.47915
115 H -6.57639 -1.24299 -0.12971
116 H -6.12052 -0.76720 -1.72141
117 H -5.89963 -2.44760 -1.13064
118 H -9.76522 -3.00622 -1.49992
119 H -8.39985 -3.63833 -0.58455
120 H -9.15138 -2.09590 -0.07930
121 C 1.47899 -8.07681 6.17087
122 O 1.56883 -8.97728 5.38572
123 N 0.85823 -6.83742 6.08276
124 C 0.48739 -6.10005 7.27569
125 C 0.30065 -6.44091 4.78578
126 H 2.00082 -8.20696 7.13156
127 H 0.75515 -5.04346 7.27484
128 H 0.78619 -6.63865 8.17499
129 H -0.60261 -6.09935 7.27915
130 H -0.69672 -6.05259 4.99211
131 H 0.85315 -5.56372 4.44905
132 H 0.36650 -7.32709 4.15454
133 C 1.75469 7.83271 2.03093
134 O 2.05712 6.68406 1.68805
135 N 2.41558 8.59023 2.94217
136 C 1.81391 9.84167 3.46579
137 C 3.54063 8.05875 3.79794
138 H 0.96715 8.36412 1.47451
139 H 1.37033 9.59975 4.43160
140 H 1.10301 10.34592 2.81122
141 H 2.61424 10.55493 3.66286
142 H 4.23938 8.89529 3.79238
143 H 3.17738 7.71808 4.76753
144 H 4.00716 7.27022 3.20745
145 C -4.16125 -7.10554 -1.77805
146 O -3.16350 -6.38123 -1.88396
147 N -4.97446 -7.27059 -0.68621
148 C -6.18000 -8.11344 -0.77528
149 C -4.70431 -6.70368 0.59506
150 H -4.50643 -7.70278 -2.63615
151 H -6.28865 -8.51817 -1.78152
152 H -7.09354 -7.56325 -0.54984
153 H -6.04647 -8.96197 -0.10426
154 H -5.46419 -5.94865 0.79663
155 H -4.73919 -7.47679 1.36263
156 H -3.74013 -6.20023 0.66578
157 C 3.91724 -8.29464 -0.71825
158 C 2.67032 -7.76051 -1.35839
159 C 3.18314 -6.80420 -2.36337
160 O 4.30887 -6.22188 -1.70657
161 C 4.78087 -7.04654 -0.61120
162 H 4.37379 -9.04270 -1.36638
163 H 3.76443 -8.75594 0.25743
164 H 1.99727 -7.32356 -0.62071
165 H 1.95453 -8.45635 -1.79604
166 H 2.52642 -6.03359 -2.76708
167 H 3.62796 -7.30068 -3.22577
168 H 4.66709 -6.61696 0.38411
169 H 5.82703 -7.32975 -0.72703